Entry from OMol25: a cluster of 3 separate species, C17H27F3IN4O6 in total (ωB97M-V/def2-TZVPD).

Total charge: +1
Highest occupied orbital energy: -0.44648 hartree
Orbital gap: 9.5 eV

Structure (XYZ):
```
58
C17H27F3IN4O6 | OMol25 | ωB97M-V/def2-TZVPD
N 5.00553 -0.33335 3.23631
C 5.08804 -0.37316 1.97436
C 3.89048 -0.90427 1.23222
N 3.52357 -0.22246 -0.03827
C 2.23003 -0.43339 -0.46062
N 1.39626 -1.27843 0.08617
C -0.00607 -1.44445 -0.28355
C -0.83306 -0.23155 0.15867
O -0.49926 0.48517 1.05425
I -2.67910 -0.05539 -0.87459
N 2.00704 0.42987 -1.45864
F 0.89261 0.38310 -2.22618
C 2.75931 1.66209 -1.30761
C 3.75671 1.22112 -0.19665
F 3.31164 1.84533 0.96385
C 5.20318 1.65327 -0.49155
C 5.68760 2.66581 0.52696
O 6.33412 2.45357 1.49384
F 5.28172 3.90264 0.19714
H 5.87611 -0.00506 3.65304
H 5.98409 -0.06273 1.44140
H 4.09417 -1.95039 0.97943
H 3.07058 -0.88709 1.95500
H 1.72369 -1.85987 0.85147
H -0.37722 -2.30795 0.27044
H -0.15666 -1.61538 -1.34531
H 3.18565 1.91569 -2.27581
H 2.13964 2.48239 -0.94450
H 5.88801 0.81142 -0.43447
H 5.27038 2.10448 -1.47858
O -5.03283 -0.72644 -3.41180
C -5.63012 0.18388 -3.92380
O -5.05104 1.40049 -3.92391
C -5.60249 2.52278 -4.63017
C -6.65388 3.24918 -3.81987
C -7.01707 0.00717 -4.49010
H -5.97536 2.21130 -5.60574
H -4.74848 3.17308 -4.80981
H -7.51357 2.61259 -3.61138
H -7.00358 4.12829 -4.36078
H -6.23763 3.57050 -2.86534
H -7.73182 0.08338 -3.67106
H -7.08186 -0.99212 -4.91160
H -7.28603 0.72436 -5.25963
O 1.11951 -3.87388 1.81412
C 0.46490 -3.21934 2.58220
O 0.98927 -2.04308 3.00174
C 0.25800 -1.08797 3.79658
C 0.31855 -1.41093 5.27246
C -0.89965 -3.64945 3.07085
H -0.76675 -0.99506 3.43684
H 0.75073 -0.13770 3.59832
H -0.15397 -2.36766 5.49537
H -0.18949 -0.63665 5.84641
H 1.35554 -1.46612 5.60172
H -0.82186 -4.31857 3.92608
H -1.37965 -4.18858 2.25763
H -1.52813 -2.80448 3.33646
```

***

Entry from OMol25: a structure of composition C17H27IrN2O2P in a non-equilibrium geometry (ωB97M-V/def2-TZVPD).

Total charge: +2
Energy relative to the best compared isomer or geometry (same formula, charge and spin): 46.4 kcal/mol
Highest occupied orbital energy (spin up / spin down): -0.45756 / -0.57101 hartree
Orbital gap (spin up / spin down): 5.7 / 4.6 eV
2S+1: 6

Structure (XYZ):
```
50
C17H27IrN2O2P | OMol25 | ωB97M-V/def2-TZVPD
C -2.74193 0.62566 -3.36264
C -2.45453 -0.62547 -2.83124
C -1.58523 -0.78347 -1.74248
C -0.99772 0.34750 -1.16408
C -1.26363 1.60954 -1.73644
C -2.16570 1.75580 -2.78920
C -1.38561 -2.16287 -1.21776
C 0.04511 -2.61144 -0.96041
N 1.01360 -1.52880 -0.63036
Ir 0.18244 0.23928 0.55185
C -0.55573 2.79598 -1.18009
P 0.96349 2.09485 -0.40132
H -2.89237 -1.51911 -3.28219
H -2.38052 2.75591 -3.17558
H -3.39695 0.71960 -4.22601
H -1.14086 3.31325 -0.40387
H -0.27416 3.53494 -1.94161
H -1.94270 -2.30279 -0.28108
H -1.78746 -2.87126 -1.95026
H 0.01229 -3.30944 -0.11739
C 1.41476 3.44559 0.73749
C 2.24605 2.20691 -1.67236
H 0.45225 -3.13073 -1.84664
C 1.63945 -1.09553 -1.90180
C 2.07997 -2.11905 0.22100
H 0.22200 1.55159 1.65026
H 2.10033 -1.98512 -2.35802
H 0.88866 -0.69456 -2.59081
H 2.42180 -0.35810 -1.70467
H 2.72210 -2.75337 -0.40515
H 2.66171 -1.30924 0.67129
H 1.60727 -2.71941 1.00561
H 2.40109 3.26518 -1.93123
H 3.17916 1.79619 -1.26234
H 1.95679 1.65975 -2.57753
H 1.35056 4.40346 0.21018
H 0.74769 3.44890 1.60432
H 2.43488 3.25842 1.09401
H 1.06530 1.24589 1.62671
O 0.13395 1.33410 3.81815
C -0.27229 0.19430 3.63387
C -0.82609 -0.69438 4.73692
C -1.19109 -1.98387 4.05200
C -0.80032 -1.79555 2.58509
O -0.89616 -2.68053 1.74004
N -0.31579 -0.51382 2.40990
H -0.06978 -0.83625 5.51650
H -1.69239 -0.20263 5.19184
H -0.64760 -2.83550 4.47139
H -2.26613 -2.18027 4.11617
```

***

Entry from OMol25: a structure of composition C17H27N2O14S2 in a non-equilibrium geometry (ωB97M-V/def2-TZVPD).

Total charge: -1
Highest occupied orbital energy: -0.23689 hartree
Orbital gap: 8.2 eV

Structure (XYZ):
```
62
C17H27N2O14S2 | OMol25 | ωB97M-V/def2-TZVPD
C 0.87546 -1.77682 -4.78602
C 1.63571 -0.47512 -5.30746
C 1.23969 0.79655 -4.46545
C 1.05155 2.09494 -5.36273
S 2.37382 1.13544 -3.02806
O 1.62903 0.76145 -1.80633
O 2.56281 2.59179 -2.99220
N 3.81608 0.32805 -3.24875
S 4.64571 0.15093 -1.84663
O 5.78801 -0.69799 -2.14600
O 5.10896 1.37694 -1.23291
O 3.75913 -0.70060 -0.66277
C 3.59816 0.07183 0.41820
N 3.56887 0.81118 1.26968
H -0.18136 -1.68405 -5.14500
H 0.87364 -1.75284 -3.67054
H 1.35934 -2.68698 -5.19902
H 2.71791 -0.73056 -5.27278
H 1.36607 -0.32573 -6.38205
H 0.22595 0.59442 -4.03317
H 0.65369 1.73571 -6.34522
H 0.29486 2.71554 -4.82312
H 2.01118 2.64630 -5.47398
C -2.97349 0.59560 -0.49496
C -2.51908 -0.77079 -0.95175
C -1.04753 -0.88124 -1.22339
O -0.98998 -1.94540 -2.17031
C -2.17525 -1.93358 -2.83971
O -2.40074 -2.56434 -3.82615
O -3.06796 -1.10016 -2.23678
H -4.04786 0.69396 -0.59214
H -2.69645 0.77149 0.54586
H -2.52651 1.38231 -1.10872
H -2.85361 -1.52924 -0.24220
H -0.47399 -1.12808 -0.33109
H -0.61716 0.00822 -1.68883
C -6.90804 -3.83733 3.11030
C -6.03054 -3.31975 1.99395
C -4.64984 -2.91253 2.42758
O -4.29972 -1.94619 1.43558
C -5.46507 -1.39306 0.99446
O -5.53788 -0.43031 0.30158
O -6.53817 -2.09147 1.46201
H -7.95495 -3.84266 2.80306
H -6.61856 -4.85023 3.39392
H -6.84137 -3.19919 3.99422
H -5.99783 -4.04739 1.17651
H -3.94358 -3.74185 2.42767
H -4.62823 -2.42343 3.40545
C 4.12929 2.59148 3.74207
C 3.73096 2.68677 5.19651
C 3.72062 4.08457 5.74763
O 3.94296 3.85789 7.14288
C 4.65013 2.69677 7.24297
O 5.16050 2.30443 8.24453
O 4.69744 2.05221 6.04722
H 4.39334 1.56857 3.48261
H 3.31723 2.91812 3.09320
H 5.00745 3.20690 3.53145
H 2.77055 2.18463 5.35355
H 2.77343 4.59707 5.58415
H 4.53522 4.70688 5.36742
```

***

Entry from OMol25: the molecule C17H27N3O (ωB97M-V/def2-TZVPD).

Structure (SMILES): CCCCN(C)C(=O)C1CCN(Cc2cccnc2)CC1
Energy relative to the best compared isomer or geometry (same formula, charge and spin): 30.6 kcal/mol
Highest occupied orbital energy: -0.29679 hartree
Orbital gap: 8.8 eV

Structure (XYZ):
```
48
C17H27N3O | OMol25 | ωB97M-V/def2-TZVPD
C 2.08349 -5.45991 1.32014
C 1.77047 -4.71679 0.02672
C 1.73639 -3.19925 0.21690
H 2.64990 -2.89498 0.73132
H 1.73530 -2.71654 -0.76268
C 0.50249 -2.70381 1.00028
N -0.44454 -1.99470 0.16551
C -0.37313 -0.68397 -0.17250
O -1.19637 -0.17635 -0.91493
C 0.73729 0.14734 0.46864
H 1.61799 -0.46969 0.64846
C 0.19946 0.69277 1.80694
C -0.63467 1.93852 1.54500
N 0.21172 3.03882 1.10531
C 1.36930 2.58923 0.34671
C 1.10908 1.31650 -0.45758
H 0.28224 1.49094 -1.14939
H 1.99203 1.06590 -1.04759
H 2.18696 2.40839 1.05693
H 1.69134 3.38950 -0.32027
C -0.54367 4.13032 0.50562
C -1.20160 3.78990 -0.80784
C -0.53648 3.96136 -2.01914
N -1.02165 3.59337 -3.19031
C -2.21175 3.01798 -3.21868
C -2.98414 2.82184 -2.08545
C -2.47202 3.22393 -0.86348
H -3.05876 3.11150 0.03814
H -3.95982 2.36659 -2.15511
H -2.56113 2.71518 -4.19711
H 0.44037 4.42953 -2.05292
H -1.30485 4.42602 1.23489
H 0.14686 4.96807 0.37103
H -1.14410 2.25838 2.46214
H -1.39938 1.67587 0.79931
H -0.42259 -0.05736 2.30036
H 1.02587 0.94004 2.47500
C -1.46340 -2.81172 -0.45873
H -2.09606 -2.16080 -1.05857
H -2.06956 -3.30711 0.30251
H -1.01003 -3.56593 -1.10495
H -0.02964 -3.55803 1.42563
H 0.80426 -2.06660 1.83226
H 0.81298 -5.05997 -0.36988
H 2.53778 -4.95873 -0.71192
H 2.10422 -6.53271 1.14436
H 1.33672 -5.25530 2.08369
H 3.05484 -5.15753 1.70522
```

***

Copy entry 4 word for word.
Entry from OMol25: the molecule C17H27N3O (ωB97M-V/def2-TZVPD).

Structure (SMILES): CCCCN(C)C(=O)C1CCN(Cc2cccnc2)CC1
Energy relative to the best compared isomer or geometry (same formula, charge and spin): 30.6 kcal/mol
Highest occupied orbital energy: -0.29679 hartree
Orbital gap: 8.8 eV

Structure (XYZ):
```
48
C17H27N3O | OMol25 | ωB97M-V/def2-TZVPD
C 2.08349 -5.45991 1.32014
C 1.77047 -4.71679 0.02672
C 1.73639 -3.19925 0.21690
H 2.64990 -2.89498 0.73132
H 1.73530 -2.71654 -0.76268
C 0.50249 -2.70381 1.00028
N -0.44454 -1.99470 0.16551
C -0.37313 -0.68397 -0.17250
O -1.19637 -0.17635 -0.91493
C 0.73729 0.14734 0.46864
H 1.61799 -0.46969 0.64846
C 0.19946 0.69277 1.80694
C -0.63467 1.93852 1.54500
N 0.21172 3.03882 1.10531
C 1.36930 2.58923 0.34671
C 1.10908 1.31650 -0.45758
H 0.28224 1.49094 -1.14939
H 1.99203 1.06590 -1.04759
H 2.18696 2.40839 1.05693
H 1.69134 3.38950 -0.32027
C -0.54367 4.13032 0.50562
C -1.20160 3.78990 -0.80784
C -0.53648 3.96136 -2.01914
N -1.02165 3.59337 -3.19031
C -2.21175 3.01798 -3.21868
C -2.98414 2.82184 -2.08545
C -2.47202 3.22393 -0.86348
H -3.05876 3.11150 0.03814
H -3.95982 2.36659 -2.15511
H -2.56113 2.71518 -4.19711
H 0.44037 4.42953 -2.05292
H -1.30485 4.42602 1.23489
H 0.14686 4.96807 0.37103
H -1.14410 2.25838 2.46214
H -1.39938 1.67587 0.79931
H -0.42259 -0.05736 2.30036
H 1.02587 0.94004 2.47500
C -1.46340 -2.81172 -0.45873
H -2.09606 -2.16080 -1.05857
H -2.06956 -3.30711 0.30251
H -1.01003 -3.56593 -1.10495
H -0.02964 -3.55803 1.42563
H 0.80426 -2.06660 1.83226
H 0.81298 -5.05997 -0.36988
H 2.53778 -4.95873 -0.71192
H 2.10422 -6.53271 1.14436
H 1.33672 -5.25530 2.08369
H 3.05484 -5.15753 1.70522
```